[1]
# C25H54N7O3P2

A cluster of 3 separate species, C25H54N7O3P2 in total in a non-equilibrium geometry (wB97M-V/def2-TZVPD, OMol25).

Geometry as XYZ:
```
91
Properties=species:S:1:pos:R:3
C 0.59 -0.94 3.09
C 1.23 0.17 2.28
C 0.59 1.41 2.24
C 1.11 2.44 1.47
C 2.30 2.25 0.77
C 2.97 1.04 0.83
C 4.33 0.85 0.09
C 5.23 2.08 0.22
C 5.44 2.43 1.71
C 6.28 1.40 2.46
O 7.19 0.82 1.93
N 5.98 1.05 3.83
C 5.37 -0.26 3.93
C 5.23 2.07 4.56
C 2.42 0.00 1.57
H -0.33 -1.23 2.58
H 0.33 -0.55 4.08
H 1.27 -1.78 3.18
H -0.33 1.56 2.80
H 0.61 3.40 1.42
H 2.70 3.06 0.18
H 4.17 0.55 -0.94
H 4.86 0.02 0.58
H 4.73 2.97 -0.19
H 6.03 3.36 1.70
H 4.49 2.66 2.22
H 5.96 -0.94 3.32
H 4.32 -0.24 3.61
H 5.41 -0.62 4.96
H 4.16 1.84 4.58
H 5.43 3.08 4.20
H 5.56 2.03 5.60
H 2.89 -0.98 1.63
O 1.77 0.40 -2.51
P 1.79 0.28 -4.01
N 0.09 0.48 -4.30
C -0.71 -0.17 -5.31
C -0.46 1.77 -3.91
N 2.29 -1.39 -4.09
C 1.35 -2.45 -4.40
C 3.09 -1.82 -2.94
N 2.29 0.55 -5.62
C 2.11 1.90 -6.15
C 2.71 -0.42 -6.60
H -0.48 0.14 -6.34
H -1.77 0.04 -5.14
H -0.64 -1.26 -5.26
H -0.19 2.57 -4.61
H -0.09 2.05 -2.92
H -1.55 1.73 -3.84
H 0.50 -2.49 -3.69
H 1.86 -3.42 -4.37
H 0.96 -2.38 -5.42
H 2.47 -2.04 -2.06
H 3.81 -1.06 -2.66
H 3.64 -2.73 -3.19
H 1.14 2.02 -6.63
H 2.88 2.14 -6.88
H 2.19 2.64 -5.35
H 1.85 -0.90 -7.09
H 3.36 -1.18 -6.18
H 3.30 0.07 -7.39
O -3.38 -1.63 3.17
P -4.63 -0.95 2.70
N -5.77 -2.21 3.07
C -6.94 -2.57 2.31
C -5.88 -2.55 4.48
N -4.22 -0.85 1.01
C -4.81 -1.75 0.03
C -2.78 -0.79 0.75
N -5.79 0.29 2.52
C -6.52 0.70 3.72
C -6.29 0.89 1.30
H -7.75 -1.82 2.35
H -7.36 -3.50 2.71
H -6.72 -2.79 1.28
H -6.45 -1.81 5.05
H -4.89 -2.63 4.93
H -6.36 -3.52 4.61
H -4.62 -2.81 0.27
H -4.40 -1.54 -0.96
H -5.88 -1.59 -0.08
H -2.30 -1.78 0.82
H -2.28 -0.13 1.46
H -2.59 -0.40 -0.25
H -7.44 0.12 3.85
H -6.79 1.76 3.68
H -5.90 0.57 4.61
H -7.07 0.27 0.84
H -5.50 1.08 0.58
H -6.74 1.87 1.51
```

The calculation puts the orbital gap at 3.0 eV. Its spin multiplicity is 1. Its max |F| is 6.39 eV/Å. As for the electronic energy: -61947.5024 eV. The total charge is -1.

***

[2]
# C25H55ClNO16PS

A cluster of 6 separate species, C25H55ClNO16PS in total in a non-equilibrium geometry (wB97M-V/def2-TZVPD, OMol25).

Geometry as XYZ:
```
100
Properties=species:S:1:pos:R:3
C 13.56 0.54 25.10
C 12.16 0.79 25.65
C 11.30 -0.47 25.77
N 10.01 -0.14 26.70
C 9.25 -1.52 26.61
C 7.90 -1.44 27.29
C 7.07 -0.32 26.52
C 7.72 1.01 26.76
C 9.09 0.95 26.17
C 10.35 0.20 28.19
H 14.15 -0.13 25.72
H 14.06 1.51 25.02
H 13.45 0.07 24.13
H 11.54 1.41 25.01
H 12.36 1.36 26.55
H 11.79 -1.26 26.36
H 10.98 -0.85 24.80
H 9.04 -1.66 25.55
H 10.00 -2.13 27.13
H 7.39 -2.39 27.17
H 7.99 -1.34 28.37
H 6.79 -0.54 25.49
H 6.05 -0.34 26.90
H 7.02 1.69 26.26
H 7.72 1.29 27.81
H 9.15 0.81 25.09
H 9.58 1.90 26.36
H 10.96 1.10 28.20
H 11.14 -0.45 28.56
H 9.50 0.21 28.88
Cl 14.88 -7.22 24.97
O 15.63 -6.16 24.35
O 15.47 -8.43 24.66
O 14.67 -6.93 26.37
O 13.59 -7.15 24.25
C 17.83 -12.29 32.21
C 18.49 -11.00 31.85
C 19.22 -11.27 30.49
S 19.69 -13.09 30.40
O 21.15 -13.19 30.55
O 18.94 -13.79 29.33
C 18.86 -13.50 32.04
H 17.00 -12.50 31.54
H 17.55 -12.29 33.27
H 19.20 -10.73 32.64
H 17.88 -10.09 31.85
H 20.16 -10.72 30.42
H 18.57 -11.06 29.63
H 19.53 -13.28 32.87
H 18.44 -14.50 32.07
C 1.96 -5.18 22.43
O 2.99 -6.00 23.00
C 3.90 -6.48 22.13
O 3.84 -6.36 20.91
O 4.77 -7.13 22.81
C 5.90 -7.64 21.99
H 1.16 -5.79 22.02
H 2.26 -4.33 21.82
H 1.58 -4.61 23.28
H 6.73 -7.92 22.65
H 6.23 -6.90 21.27
H 5.71 -8.51 21.35
C 16.20 -1.33 14.10
O 16.07 -2.74 14.34
C 16.27 -3.18 15.65
O 16.82 -2.55 16.55
O 15.71 -4.40 15.82
C 15.75 -5.09 17.09
H 16.07 -0.76 15.02
H 15.55 -0.99 13.28
H 17.15 -1.12 13.61
H 16.68 -4.82 17.61
H 15.92 -6.09 16.69
H 14.91 -4.81 17.72
C 9.43 -14.99 20.61
C 10.16 -14.76 21.97
O 9.08 -14.74 22.91
P 9.13 -15.77 24.16
O 7.94 -15.74 25.00
O 9.50 -17.13 23.37
C 8.76 -18.31 23.46
C 9.58 -19.17 24.46
O 10.49 -15.35 24.85
C 10.86 -14.05 25.34
C 9.83 -13.62 26.45
H 9.91 -14.61 19.71
H 9.28 -16.04 20.37
H 8.44 -14.54 20.58
H 10.91 -15.51 22.21
H 10.72 -13.82 21.90
H 7.72 -18.15 23.76
H 8.69 -18.75 22.47
H 10.60 -19.09 24.08
H 9.52 -18.80 25.48
H 9.30 -20.23 24.48
H 11.86 -14.07 25.76
H 10.88 -13.34 24.51
H 8.89 -13.29 25.99
H 9.65 -14.27 27.30
H 10.27 -12.72 26.86
```

The calculation puts the orbital gap at 5.9 eV. Its spin multiplicity is 1. Its max |F| is 6.29 eV/Å. As for the electronic energy: -93702.5610 eV. The total charge is 0.

***

[3]
# C25H55N4O10

A cluster of 8 separate species, C25H55N4O10 in total in a non-equilibrium geometry (wB97M-V/def2-TZVPD, OMol25).

Geometry as XYZ:
```
94
Properties=species:S:1:pos:R:3
N 0.94 1.81 2.25
C 1.41 2.32 1.25
O 2.32 2.76 0.25
C 2.76 1.66 -0.56
C 2.21 1.64 -2.03
C 1.18 2.74 -2.60
C -0.23 2.52 -1.85
C -0.62 0.97 -1.64
O -0.46 0.08 -2.53
O -1.18 0.54 -0.39
C 2.65 0.51 -3.04
C 3.65 -0.57 -2.46
C 4.13 -0.47 -0.96
C 5.18 -1.57 -0.40
C 5.51 -2.73 -1.45
N 5.38 -4.01 -1.16
N 3.68 0.61 -0.08
N 4.08 0.73 1.24
H 1.54 3.80 -2.38
H 1.06 2.62 -3.74
H -0.27 3.04 -0.82
H -1.04 2.94 -2.57
H -0.73 0.97 0.37
H 2.28 0.49 -4.13
H 3.97 -1.39 -3.19
H 4.89 -1.99 0.62
H 6.17 -0.98 -0.25
H 5.87 -2.47 -2.51
H 5.03 -4.08 -0.18
H 4.20 -0.19 1.70
H 4.89 1.35 1.36
C -4.02 2.69 2.09
C -2.70 2.92 1.38
O -2.89 3.77 0.26
H -4.75 2.25 1.41
H -3.89 2.03 2.95
H -4.44 3.64 2.43
H -2.30 1.97 1.02
H -1.97 3.37 2.05
H -3.24 4.61 0.59
C -3.18 -3.29 0.02
C -4.36 -2.46 -0.45
O -4.48 -1.29 0.36
H -3.31 -3.58 1.06
H -3.08 -4.19 -0.59
H -2.25 -2.71 -0.04
H -5.29 -3.03 -0.36
H -4.24 -2.15 -1.49
H -3.66 -0.79 0.28
C -5.94 -2.19 -4.79
C -7.14 -2.97 -4.29
O -7.02 -3.20 -2.89
H -5.02 -2.74 -4.59
H -6.02 -2.01 -5.87
H -5.87 -1.23 -4.28
H -7.20 -3.94 -4.78
H -8.07 -2.43 -4.47
H -6.97 -2.34 -2.45
C 9.10 2.85 1.87
C 7.80 2.89 1.10
O 6.73 2.45 1.94
H 9.31 1.84 2.23
H 9.93 3.17 1.24
H 9.06 3.49 2.75
H 7.84 2.22 0.24
H 7.58 3.90 0.75
H 6.69 3.05 2.70
C 2.26 -6.78 -3.43
C 3.31 -6.03 -4.23
O 3.22 -4.64 -3.95
H 1.26 -6.43 -3.68
H 2.31 -7.86 -3.64
H 2.40 -6.63 -2.36
H 3.15 -6.17 -5.30
H 4.31 -6.38 -3.97
H 3.37 -4.52 -3.00
C -4.66 6.41 4.44
C -3.34 6.64 3.73
O -3.53 7.49 2.61
H -5.39 5.97 3.76
H -4.53 5.75 5.30
H -5.08 7.36 4.79
H -2.94 5.69 3.37
H -2.61 7.09 4.40
H -3.88 8.33 2.94
C -1.50 -2.61 4.19
C -2.61 -3.24 5.00
O -3.78 -2.44 4.95
H -1.27 -1.61 4.57
H -0.59 -3.21 4.22
H -1.80 -2.48 3.15
H -2.31 -3.34 6.05
H -2.85 -4.24 4.62
H -4.04 -2.36 4.03
```

The calculation puts the orbital gap at 6.5 eV. Its spin multiplicity is 1. Its max |F| is 6.59 eV/Å. As for the electronic energy: -53235.7797 eV. The total charge is +1.

***

[4]
# C25H55O6PSi2

A structure of composition C25H55O6PSi2 in a non-equilibrium geometry (wB97M-V/def2-TZVPD, OMol25).

Geometry as XYZ:
```
89
Properties=species:S:1:pos:R:3
C -2.50 -1.48 2.51
C -1.33 -1.57 1.86
C -1.19 -1.39 0.38
Si -0.55 0.38 0.18
O 0.55 0.62 1.42
Si 1.31 2.10 1.49
P -2.34 1.68 0.21
C -2.47 2.72 1.73
C -2.46 2.76 -1.29
H -3.37 -1.92 2.05
H -2.58 -0.99 3.47
H -0.42 -1.77 2.41
H -0.48 -2.12 0.00
H -2.17 -1.48 -0.09
H 0.08 0.43 -1.17
H 2.45 1.92 2.41
H 1.82 2.56 0.19
H 0.39 3.06 2.13
H -1.93 3.66 1.59
H -2.18 2.20 2.63
H -3.52 2.98 1.83
H -1.50 3.22 -1.51
H -2.88 2.18 -2.11
H -3.17 3.54 -1.05
C 3.42 -4.16 -2.33
C 3.35 -4.00 -0.82
C 2.35 -2.87 -0.67
O 1.45 -2.97 -1.78
C 1.98 -3.89 -2.74
H 3.78 -5.13 -2.66
H 4.08 -3.39 -2.75
H 2.95 -4.91 -0.37
H 4.31 -3.78 -0.35
H 2.84 -1.89 -0.72
H 1.78 -2.92 0.26
H 1.38 -4.81 -2.70
H 1.89 -3.46 -3.74
C -7.74 4.23 0.11
C -7.68 2.78 0.60
C -6.54 2.22 -0.23
O -5.64 3.30 -0.47
C -6.26 4.54 -0.10
H -8.22 4.91 0.81
H -8.27 4.28 -0.84
H -7.43 2.76 1.66
H -8.61 2.24 0.46
H -6.89 1.84 -1.20
H -6.00 1.41 0.28
H -5.80 4.89 0.83
H -6.09 5.28 -0.88
C 1.69 -9.19 1.10
C 3.16 -9.56 0.94
C 3.61 -8.56 -0.12
O 2.81 -7.39 0.06
C 1.73 -7.68 0.95
H 1.26 -9.51 2.05
H 1.11 -9.64 0.30
H 3.69 -9.38 1.88
H 3.33 -10.59 0.65
H 3.44 -8.95 -1.13
H 4.67 -8.29 -0.02
H 1.92 -7.19 1.90
H 0.80 -7.27 0.53
C -1.87 7.69 -2.15
C -2.98 6.89 -2.82
C -2.19 5.97 -3.74
O -0.94 5.72 -3.09
C -0.78 6.63 -2.00
H -2.16 8.14 -1.21
H -1.53 8.49 -2.82
H -3.52 6.31 -2.07
H -3.70 7.51 -3.36
H -1.99 6.44 -4.70
H -2.70 5.02 -3.91
H -0.90 6.07 -1.07
H 0.22 7.06 -2.02
C 6.85 0.94 2.27
C 5.35 1.17 2.35
C 4.84 0.27 1.23
O 5.76 -0.82 1.14
C 6.92 -0.54 1.91
H 7.38 1.17 3.20
H 7.28 1.54 1.47
H 4.97 0.82 3.31
H 5.06 2.21 2.23
H 4.85 0.80 0.27
H 3.84 -0.11 1.41
H 6.90 -1.17 2.81
H 7.81 -0.80 1.34
```

The calculation puts the orbital gap at 8.2 eV. Its spin multiplicity is 1. Its max |F| is 1.37 eV/Å. As for the electronic energy: -64144.0859 eV. The total charge is 0.

***

[5]
# C25H56BaF8O21S6

A structure of composition C25H56BaF8O21S6 in a non-equilibrium geometry (wB97M-V/def2-TZVPD, OMol25).

Geometry as XYZ:
```
117
Properties=species:S:1:pos:R:3
Ba 0.76 1.97 2.73
O 0.65 -0.78 1.88
C 0.24 -0.81 0.52
C -0.63 0.32 -0.05
O -0.25 1.67 0.14
H -0.19 -1.82 0.38
H 1.18 -0.89 -0.05
H -1.71 0.25 0.20
H -0.59 0.16 -1.15
O -2.12 2.84 2.75
S -3.29 3.08 1.97
O -4.30 2.08 1.77
O -4.06 4.37 2.60
C -5.33 4.74 2.06
C -6.02 5.66 3.05
C -2.78 3.77 0.39
H -5.93 3.86 1.82
H -5.23 5.33 1.15
H -6.07 5.16 4.02
H -7.05 5.91 2.79
H -5.45 6.58 3.17
H -2.16 4.66 0.51
H -3.64 3.89 -0.25
H -2.11 3.00 -0.02
O -1.07 0.74 4.28
S -1.73 -0.50 4.61
O -0.97 -1.54 5.21
O -2.99 -0.15 5.58
C -3.92 0.85 5.13
C -3.85 2.08 6.01
C -2.62 -1.20 3.20
H -4.89 0.36 5.22
H -3.81 1.17 4.09
H -4.08 1.82 7.05
H -4.60 2.78 5.65
H -2.91 2.62 5.93
H -3.30 -0.48 2.73
H -3.34 -1.89 3.67
H -1.89 -1.66 2.54
O 3.21 2.25 1.54
S 4.35 1.61 0.91
O 4.64 1.95 -0.45
O 5.65 1.91 1.83
C 5.45 2.19 3.20
C 6.78 2.74 3.72
C 4.19 -0.20 1.13
H 5.13 1.30 3.75
H 4.71 2.96 3.45
H 7.62 2.14 3.36
H 6.78 2.88 4.80
H 6.97 3.73 3.30
H 4.99 -0.77 0.67
H 3.27 -0.37 0.56
H 4.01 -0.38 2.18
O 2.49 -6.03 2.96
S 2.76 -4.85 2.19
O 3.38 -3.68 2.77
O 3.75 -5.31 1.01
C 4.19 -4.34 0.05
C 3.86 -4.81 -1.36
C 1.34 -4.35 1.19
H 5.27 -4.24 0.18
H 3.78 -3.33 0.18
H 4.43 -4.21 -2.06
H 2.78 -4.89 -1.48
H 4.21 -5.84 -1.46
H 1.59 -3.44 0.64
H 0.45 -4.05 1.74
H 1.19 -5.16 0.48
O 3.12 -0.85 -4.28
S 2.98 -0.89 -2.85
O 2.24 -1.94 -2.22
O 4.46 -0.91 -2.13
C 5.52 -0.25 -2.82
C 6.21 -1.11 -3.90
C 2.45 0.75 -2.37
H 6.29 0.13 -2.15
H 5.09 0.64 -3.28
H 6.64 -0.42 -4.62
H 5.47 -1.70 -4.44
H 7.05 -1.69 -3.50
H 3.12 1.47 -2.82
H 2.43 0.83 -1.29
H 1.42 0.88 -2.70
O -2.32 -4.81 -3.52
S -0.99 -4.62 -2.99
O -0.06 -5.71 -2.92
O -0.27 -3.41 -3.81
C -1.10 -2.52 -4.54
C -0.28 -1.29 -4.87
C -1.20 -3.82 -1.38
H -2.00 -2.21 -4.00
H -1.44 -3.01 -5.45
H -0.82 -0.63 -5.55
H 0.64 -1.57 -5.37
H 0.01 -0.80 -3.94
H -0.23 -3.43 -1.09
H -1.56 -4.56 -0.67
H -1.99 -3.08 -1.53
C -4.44 0.99 -3.29
C -4.36 -0.10 -2.23
C -4.57 0.42 -0.82
F -5.72 1.12 -0.67
F -4.56 -0.58 0.08
F -5.40 -0.93 -2.55
F -3.21 -0.79 -2.23
O -3.59 2.09 -3.03
C -2.45 2.22 -3.81
C -1.57 3.24 -3.06
F -0.45 3.62 -3.68
F -2.31 4.34 -2.73
F -1.80 1.05 -3.88
F -2.84 2.56 -5.06
H -5.45 1.41 -3.35
H -4.25 0.56 -4.28
H -3.73 1.10 -0.60
H -1.32 2.79 -2.09
```

The calculation puts the orbital gap at 6.2 eV. Its spin multiplicity is 1. Its max |F| is 3.12 eV/Å. As for the electronic energy: -157273.1546 eV. The total charge is 0.